(1)
Below is a molecular structure, C24H71CdN4O10 in a non-equilibrium geometry, with properties calculated with ωB97M-V/def2-TZVPD.

Geometry as XYZ:
```
110
Properties=species:S:1:pos:R:3:forces:R:3:lowdin_charge:R:1
H 4.294 -3.167 5.814 0.02 0.19 -0.08 0.092
H -1.049 3.960 2.453 -0.10 0.19 -0.25 0.137
H -0.410 1.364 -7.502 -0.04 -0.22 0.02 0.097
H -1.149 -1.720 -2.795 -0.29 -0.02 -0.10 0.062
C 0.638 -0.486 -1.057 0.07 -0.23 0.36 -0.085
H -5.092 -0.981 -0.990 -0.07 -0.04 -0.10 0.084
H -1.074 -1.868 1.931 0.25 -0.01 0.21 0.060
C 1.368 -5.995 -3.246 -0.17 -1.04 0.15 -0.123
H -3.934 0.031 -1.895 -0.35 0.08 0.16 0.062
H 0.663 5.312 -1.659 0.12 -0.27 0.26 0.088
C 4.178 1.182 4.536 0.51 -0.35 -0.28 -0.053
O 1.095 1.675 -0.015 -0.27 0.03 0.17 -0.473
C -4.041 -0.736 -1.118 -0.01 0.08 -1.16 -0.079
H -3.505 -1.585 -1.549 -0.07 -0.24 0.45 0.070
H -1.700 -1.294 -4.423 -0.12 -0.21 -0.11 0.082
O -1.277 -1.559 5.280 0.13 0.43 -0.96 -0.084
H -2.398 -4.791 -4.214 0.07 0.17 0.33 0.079
H 2.386 2.056 2.693 -0.05 0.18 0.06 0.019
H 2.636 -2.623 6.063 -0.05 0.19 -0.20 0.094
H -1.114 1.908 2.922 -0.43 -0.58 -0.06 0.063
C 3.208 0.443 3.649 -0.91 1.80 -1.21 -0.424
H 4.121 -2.747 2.379 0.13 0.38 -0.19 0.089
H -0.752 2.990 -5.208 0.30 -0.06 0.07 0.137
H -1.046 -0.799 5.826 -0.15 -0.09 -0.06 0.076
O 0.154 1.155 -5.508 0.76 -0.45 -0.34 -0.181
H 2.314 -5.454 -3.287 0.12 0.01 0.12 0.087
H -2.368 -0.025 0.005 -0.21 0.11 -0.21 0.084
H -4.570 5.160 4.382 0.22 0.05 -0.09 0.090
H 1.334 0.854 2.845 0.15 0.15 0.14 0.021
C -0.881 1.912 -5.011 -1.31 0.87 0.18 -0.255
H -2.958 -3.317 -4.481 0.03 -0.03 0.26 0.070
C 3.406 -2.790 5.302 0.34 -0.41 -0.21 -0.082
C 2.726 -4.008 1.361 -0.60 0.66 0.45 -0.087
H 4.660 1.996 3.990 -0.22 0.20 0.10 0.074
H -3.490 1.371 1.180 -0.25 -0.10 0.05 0.026
C -0.945 1.660 -3.540 0.04 0.31 0.61 -0.400
O 5.140 -4.054 1.087 -0.57 0.77 0.37 -0.089
H -1.849 1.674 -5.479 0.10 -0.29 -0.01 0.144
H -2.193 2.147 -1.819 0.18 0.04 0.07 0.060
H 3.024 1.994 -2.432 -0.08 0.27 0.42 0.079
H -0.410 -4.281 -2.318 0.16 0.20 0.09 0.134
H 2.084 -0.595 5.158 0.06 0.20 -0.09 0.138
O 0.355 -5.309 -3.921 -0.14 0.45 -0.01 -0.180
H -1.123 3.510 -0.135 0.02 -0.51 0.38 0.031
H -2.888 3.415 0.048 0.13 -0.20 0.02 0.084
H 1.880 -3.392 1.708 0.13 -0.01 -0.14 0.056
H 1.985 -1.307 3.555 0.11 -0.10 -0.07 0.119
H 1.087 -6.241 -2.211 0.09 0.43 0.07 0.090
O 0.829 4.403 -1.362 -1.06 0.64 -1.11 -0.183
C -3.452 -0.219 0.141 1.40 -0.36 0.64 -0.365
H 3.085 -3.585 4.610 -0.19 0.24 0.13 0.084
O 3.771 -1.614 4.590 -0.07 -0.46 0.29 -0.199
C -1.970 3.822 0.482 -0.28 0.80 -1.04 -0.072
H -4.425 6.725 3.551 0.26 0.00 -0.05 0.086
H -1.020 0.571 -3.426 0.25 0.21 0.28 0.103
N 0.317 2.211 -2.945 -0.41 -0.57 0.16 0.045
H 5.519 -4.317 1.933 0.01 -0.06 -0.17 0.076
H -4.006 3.343 2.167 -0.02 -0.06 0.34 0.132
C 1.272 0.269 0.121 1.01 -0.02 -0.72 -0.379
C -1.438 -1.103 3.905 -0.66 -0.92 0.50 -0.298
N 2.040 1.381 3.366 0.30 -0.88 0.14 0.043
H 0.959 -3.463 -3.164 0.00 -0.17 -0.01 0.122
H -0.236 -2.777 3.241 0.11 0.04 -0.11 0.059
H 1.031 -0.193 -2.034 -0.05 0.31 0.14 0.060
H -3.438 -0.978 0.940 -0.46 0.06 -0.03 0.110
C -1.150 -2.256 2.958 0.17 0.09 -0.44 -0.091
H -0.792 -0.246 3.696 0.00 -0.05 0.09 0.075
H 2.762 -4.849 2.053 0.20 -0.12 -0.14 0.077
H 4.990 0.515 4.827 -0.14 0.02 0.20 0.083
C 0.052 -4.077 -3.294 -0.15 -0.23 -0.18 -0.224
H 4.244 2.896 -2.087 -0.41 -0.09 0.05 0.095
H -2.019 4.896 0.260 -0.15 -0.01 0.59 0.091
C -0.948 -3.341 -4.149 -1.15 0.01 -0.51 -0.423
H -2.192 3.379 -3.119 0.19 -0.02 0.18 0.093
C -4.462 5.648 3.403 -0.71 -0.18 0.01 -0.109
H 1.048 1.722 -3.477 -0.06 0.50 0.22 0.082
Cd 2.214 3.409 -0.103 -0.80 -1.11 0.59 1.450
O 3.317 2.716 -1.846 1.38 -0.24 -1.02 -0.113
H -2.491 -0.840 3.718 0.30 0.45 0.29 0.110
H -0.452 -0.398 -1.049 0.12 0.07 -0.11 0.058
O -4.097 0.965 0.535 0.16 0.31 0.26 -0.084
H -0.741 -3.531 -5.210 0.46 0.09 0.14 0.143
H 1.465 -6.976 -3.718 0.22 0.23 -0.21 0.092
O -3.312 5.222 2.705 0.15 -0.18 0.20 -0.183
C -0.953 -1.858 -3.865 0.55 0.50 0.79 -0.087
H 1.313 0.943 -7.175 -0.28 -0.42 0.04 0.093
H 0.894 -1.550 -1.005 -0.16 0.03 0.32 0.081
C 0.441 1.497 -6.831 0.96 0.78 -0.80 -0.103
H 0.769 2.551 -6.916 -0.36 -0.13 0.19 0.096
H 0.870 -0.110 1.068 -0.11 0.14 -0.08 0.080
H 3.640 0.235 2.658 0.37 -0.41 0.38 0.131
H 3.642 1.555 5.404 0.13 0.11 0.14 0.088
H -1.949 -2.995 2.887 -0.06 0.08 0.46 0.080
H 0.010 -1.355 -4.019 -0.03 -0.33 -0.35 0.074
H 0.396 1.884 -1.972 -0.05 -0.28 -0.29 0.026
N -2.330 -3.831 -3.862 0.31 -0.20 -0.55 0.038
H 2.481 -4.340 0.361 0.07 -0.30 -0.21 0.063
C -3.161 3.813 2.693 0.31 0.39 -0.27 -0.213
N -1.698 1.948 2.081 0.91 1.82 -0.36 0.060
H 2.352 0.017 0.104 -0.31 0.07 0.24 0.099
H 0.358 3.780 -2.035 0.89 0.14 0.22 0.054
H -5.386 5.433 2.839 0.25 -0.06 0.01 0.093
C -1.889 3.473 1.939 0.17 -1.14 0.33 -0.390
H -3.030 3.414 3.710 -0.46 0.06 -0.03 0.134
H -3.069 1.889 -3.299 0.17 -0.05 0.01 0.091
C 2.676 -0.804 4.251 -0.46 -0.69 0.58 -0.238
H 3.982 -2.450 0.583 0.04 0.27 0.25 0.100
C -2.140 2.307 -2.894 -0.78 0.14 -0.27 -0.043
H -1.015 1.758 1.332 -0.29 -0.29 0.27 0.047
C 4.000 -3.185 1.388 0.55 -1.50 -0.23 -0.282
```
Positions in Å, forces in eV/Å.

Net charge: +1
Frontier orbital gap: 0.198 hartree
HOMO: -11.2 eV
Electronic energy: -2095.7715 a.u.


(2)
Below is a molecular structure, C24H71HgO12 in a non-equilibrium geometry, with properties calculated with ωB97M-V/def2-TZVPD.

Geometry as XYZ:
```
108
Properties=species:S:1:pos:R:3:forces:R:3:lowdin_charge:R:1
O -0.067 -0.630 -1.177 -0.85 -0.09 -0.42 -0.385
H 0.043 3.213 2.656 -0.06 -0.21 -0.03 0.074
H 4.045 -5.011 0.496 0.10 0.13 0.04 0.092
H 5.302 4.735 0.019 0.14 0.02 0.12 0.088
C -4.199 0.460 2.742 -0.60 0.43 -0.30 -0.347
C 4.340 -0.773 1.791 0.58 -0.05 0.22 -0.318
H -1.100 3.263 1.311 0.14 0.31 0.07 0.037
C 0.074 3.563 -2.215 0.39 0.39 -0.59 -0.089
H 6.048 -0.199 1.072 0.22 -0.08 0.09 0.079
H 3.902 -0.359 -1.959 -0.14 0.06 -0.09 0.088
H 1.510 4.974 -1.433 -0.01 0.08 0.09 0.092
C 2.580 -1.483 -3.240 1.32 0.40 -0.01 -0.276
C -1.091 -3.927 3.026 -0.44 0.54 -0.48 -0.244
H 4.066 -2.406 3.184 0.26 0.05 0.08 0.070
H 1.442 0.603 -0.494 0.13 -0.16 0.04 0.094
H -2.826 -0.472 1.710 -0.19 0.17 0.53 0.030
C -3.423 -3.580 -1.459 -1.22 0.84 0.04 -0.245
H -1.698 3.216 2.967 -0.04 0.16 0.06 0.077
O 0.023 -4.248 2.163 0.23 -0.42 0.63 -0.106
H -3.152 0.556 -1.801 -0.22 -0.25 0.11 0.097
C 0.518 -0.368 1.209 -0.73 0.59 -0.23 -0.049
C 3.657 4.392 0.981 -0.30 -1.24 -0.10 -0.321
H 4.010 -1.356 0.926 -0.49 0.03 0.19 0.070
H 2.882 -4.274 1.601 -0.37 -0.22 -0.10 0.076
H -2.478 -1.917 -0.907 -0.08 0.39 0.44 0.048
C 3.272 3.026 0.414 -0.33 -0.30 -0.05 -0.092
H 2.982 -1.614 -1.146 0.03 0.02 0.02 0.050
H 3.383 2.907 -0.669 0.37 0.35 -0.01 0.071
O -2.242 -2.795 -1.249 0.61 -0.66 -0.62 -0.173
O 1.064 -3.720 -0.309 -0.01 -0.04 -0.57 -0.181
C -4.382 -2.843 -2.403 0.60 0.46 -0.16 -0.060
C 2.174 -4.624 -0.476 -0.34 -0.14 1.22 -0.263
C -2.155 -3.293 2.157 -0.69 -0.63 -0.40 -0.076
H -4.463 -1.779 -2.159 0.15 -0.05 0.32 0.071
H 2.661 -3.398 -3.655 -0.19 -0.18 0.10 0.113
H -0.156 1.151 -0.163 -0.02 -0.20 0.11 0.072
H 2.535 -4.497 -1.492 0.10 -0.02 0.04 0.093
H 0.737 5.477 -2.932 -0.02 0.12 0.06 0.112
C -0.914 3.620 2.324 0.40 0.23 0.30 -0.070
H 2.198 2.870 0.566 0.06 -0.07 0.27 0.060
H 0.803 0.415 1.919 0.53 -0.18 -0.02 0.080
H -2.325 1.197 -4.412 0.21 0.34 -0.08 0.094
H -2.588 2.420 0.530 -0.20 -0.12 -0.11 0.056
H 3.015 5.097 0.442 0.45 0.60 0.25 0.095
H -1.459 -4.850 3.480 -0.07 0.03 -0.05 0.120
H -3.897 -3.702 -0.482 0.09 -0.35 -0.06 0.113
H 3.588 -3.288 0.354 0.28 -0.09 0.08 0.048
C -0.788 5.147 2.393 -0.08 -0.98 -0.29 -0.256
O 1.982 -2.796 -3.330 -0.05 0.29 -0.20 -0.160
H -3.151 2.895 -1.081 -0.07 -0.05 -0.01 0.101
H -2.534 -4.031 1.442 0.12 -0.17 0.12 0.071
H -0.491 -0.620 1.549 0.10 -0.32 -0.14 0.054
C 3.226 -4.293 0.567 0.44 0.22 -0.60 -0.054
H -3.158 -4.535 -1.905 0.26 -0.06 0.29 0.121
H -4.113 0.871 4.865 -0.06 -0.02 0.09 0.074
H -5.412 -3.191 -2.410 0.18 -0.48 -0.07 0.086
H 3.956 0.248 1.698 0.16 -0.01 -0.12 0.090
H -0.247 5.591 -0.325 -0.13 0.29 -0.15 0.036
H 4.326 -0.822 3.961 0.11 0.04 -0.07 0.084
C -1.748 -0.782 -4.089 0.34 -0.06 -0.60 -0.260
H -0.279 3.138 -1.277 0.28 0.03 -0.25 0.030
H 1.159 -1.247 1.239 0.12 0.05 0.15 0.060
H 3.835 2.227 0.898 -0.08 0.04 0.03 0.051
H 4.423 -2.011 -2.101 -0.18 -0.22 -0.26 0.089
H -5.063 -0.561 4.405 -0.07 0.04 0.13 0.075
H -3.930 -2.869 -3.397 -0.40 -0.12 -0.18 0.071
O 5.775 -0.813 1.761 -0.31 0.40 -0.06 -0.072
H -0.979 1.004 -3.271 0.27 0.19 -0.18 0.057
C 3.531 -1.382 -2.062 -0.09 0.12 0.38 -0.070
H 1.820 -0.713 -3.120 -0.39 -0.39 -0.09 0.096
H -2.369 -1.197 -4.887 -0.07 0.37 -0.09 0.124
H -0.162 -1.574 -4.977 0.15 -0.18 0.09 0.113
H -0.715 3.582 -2.971 -0.34 -0.02 0.33 0.077
O -0.426 5.730 -1.272 0.25 -0.07 0.16 -0.078
C 0.556 4.992 -1.971 -0.11 -0.39 -0.20 -0.309
H -1.740 5.615 2.138 0.13 0.22 0.03 0.116
H -2.292 -0.943 -3.162 0.34 -0.22 0.11 0.071
H 0.876 6.041 1.944 0.13 0.15 -0.29 0.095
C -2.599 2.137 -0.523 0.09 -0.04 0.13 -0.063
O -3.133 -0.455 2.641 0.06 -0.04 -0.10 -0.103
C -1.379 0.679 -4.231 -0.92 -0.46 0.27 -0.058
C 3.873 -1.334 3.116 -0.57 -0.45 -0.36 -0.073
H -3.894 1.475 2.453 0.24 0.06 0.20 0.098
C -3.189 0.752 -0.719 0.05 0.90 -0.45 -0.261
H -1.557 -0.255 -0.459 0.32 -0.40 -0.04 0.025
C -4.812 0.465 4.135 0.46 -0.16 -0.45 -0.077
H 0.857 2.948 -2.670 0.15 -0.07 0.32 0.075
H -0.461 5.448 3.388 -0.29 0.05 0.07 0.116
H -0.693 0.854 -5.057 0.01 0.10 0.03 0.088
H -3.023 -2.969 2.731 0.24 0.18 0.11 0.082
H 3.412 4.371 2.043 -0.18 0.30 -0.05 0.115
H -1.567 2.159 -0.883 -0.52 -0.11 0.07 0.019
Hg -0.038 -2.661 -2.116 0.06 0.72 1.54 1.299
O -0.533 -1.589 -4.088 -0.54 -0.05 0.23 -0.167
H -0.794 -3.256 3.836 0.24 0.02 -0.15 0.120
C 0.449 0.234 -0.197 1.05 -0.17 0.19 -0.388
H 3.114 -1.302 -4.177 -0.13 0.06 -0.01 0.125
H -4.232 0.761 -0.403 0.07 -0.41 0.14 0.118
H -5.008 0.230 2.032 0.08 -0.31 -0.04 0.107
H -5.719 1.067 4.110 -0.01 0.02 0.16 0.076
O -2.441 -0.235 -0.016 -0.58 -0.22 -0.57 -0.143
H 0.715 -3.804 0.608 -0.31 0.05 -0.14 0.055
H 2.787 -1.227 3.182 0.02 0.10 0.07 0.062
H 1.830 -5.653 -0.329 -0.09 0.01 -0.27 0.120
H -1.821 -2.470 1.524 0.34 0.12 0.44 0.047
O 0.228 5.532 1.452 -0.08 0.08 0.30 -0.101
H 0.470 -4.976 2.611 0.25 0.13 -0.28 0.100
O 5.052 4.624 0.944 -0.21 0.35 -0.51 -0.061
```
Positions in Å, forces in eV/Å.

Net charge: +1
Frontier orbital gap: 0.282 hartree
Energy relative to the best compared isomer or geometry (same formula, charge and spin): 0.0 kJ/mol
HOMO: -11.6 eV
Electronic energy: -2012.9297 a.u.


> Which of these has the highest frontier orbital gap?

C24H71HgO12